Computed, not measured: C4H10N4 in the gas phase in a non-equilibrium geometry, with ωB97M-V/def2-TZVPD.

CARTESIAN COORDINATES (ANGSTROEM)
C: 1.303 1.264 -0.595
C: 0.524 0.274 0.215
C: -0.739 0.770 0.879
C: -1.953 0.704 0.022
H: 2.260 1.551 -0.061
H: 0.784 2.228 -0.812
H: 1.627 0.801 -1.557
H: -0.631 1.789 1.247
H: -0.904 0.148 1.772
H: -2.430 1.629 -0.331
H: -2.259 -2.227 -0.882
H: -1.056 -1.627 0.175
H: 2.719 -0.770 -0.433
H: 2.346 -2.221 0.513
N: -2.494 -0.367 -0.467
N: -2.047 -1.590 -0.067
N: 0.928 -0.877 0.487
N: 2.021 -1.480 -0.104

Atoms 1-3, force components in eV/Å:
1.2 0.5 -0.8
0.2 1.9 0.0
-0.1 -0.6 1.1

* spin multiplicity: 1
* charge: 0
* relative energy (zero: lowest compared OMol25 entry of this formula, charge and spin): 2.539 eV
* HOMO level: -8.57 eV
* SMILES: C/C(C/C=N\N)=N\N